This record from the OMol25 dataset describes a structure of composition C14H19Cl3GeN6O4RuS3 at a distorted geometry. The level of theory is the ωB97M-V functional and the def2-TZVPD basis.

Last column: Löwdin spin population.
CARTESIAN COORDINATES (ANGSTROEM)
Ru1 -0.25 0.32 -0.43  2.9508
C1 -0.35 -3.25 1.05  0.0140
C2 -1.12 -2.63 2.21  0.0144
S1 -0.85 -0.84 2.24  0.1341
C3 -2.49 -0.12 2.44  0.0095
C4 -3.53 -0.50 1.39  0.0146
S2 -3.06 -0.09 -0.32  0.1348
C5 -3.30 -1.66 -1.20  0.0138
C6 -2.47 -2.84 -0.72  0.0099
S3 -0.68 -2.51 -0.57  0.1209
H1 0.73 -3.13 1.20  -0.0001
H2 -0.54 -4.32 0.99  0.0038
H3 -2.18 -2.85 2.15  -0.0001
H4 -0.76 -3.05 3.15  0.0040
H5 -2.88 -0.37 3.43  0.0035
H6 -2.31 0.96 2.43  -0.0004
H7 -3.76 -1.56 1.42  0.0004
H8 -4.46 0.04 1.60  0.0029
H9 -4.36 -1.91 -1.14  0.0042
H10 -3.09 -1.43 -2.24  -0.0001
H11 -2.83 -3.20 0.24  -0.0001
H12 -2.60 -3.66 -1.43  0.0034
O1 1.71 -0.53 -0.62  0.1151
C7 2.74 -0.05 -0.11  0.0074
C8 2.82 1.07 0.78  0.0228
C9 4.10 1.50 1.16  -0.0041
C10 4.23 2.55 2.03  0.0196
C11 3.12 3.19 2.58  -0.0041
C12 1.85 2.76 2.25  0.0208
C13 1.68 1.71 1.34  0.0139
O2 0.44 1.30 1.09  0.2230
N1 5.59 3.01 2.39  0.0015
O3 5.65 3.94 3.17  0.0022
O4 6.51 2.42 1.89  0.0029
H13 3.69 -0.53 -0.38  0.0036
H14 4.99 1.03 0.76  -0.0003
H15 3.28 4.00 3.27  -0.0005
H16 0.98 3.23 2.68  0.0009
N2 0.95 -1.00 -5.45  0.0033
N3 0.11 -0.62 -4.44  0.0061
N4 -1.06 -0.07 -4.70  0.0030
C14 -1.48 0.25 -3.49  0.0103
N5 -0.58 -0.10 -2.56  0.0382
N6 0.45 -0.66 -3.20  0.0028
H17 0.40 -1.24 -6.26  0.0001
H18 1.54 -1.77 -5.13  0.0002
H19 -2.42 0.73 -3.29  0.0001
Cl1 -2.45 3.18 -2.29  -0.0059
Ge1 -1.08 2.64 -0.78  0.0079
Cl2 -1.55 3.72 0.96  -0.0029
Cl3 0.92 2.93 -1.56  0.0739

Calculated values
HOMO level (alpha / beta) ... -14.8253 / -14.7496 eV
Molar mass ... 711.58 u
Charge ... +2
ΔE to the lowest compared entry with this formula, charge and spin ... 0.7697 eV
2S+1 ... 5
Gap between HOMO and LUMO (alpha / beta) ... 7.18 / 6.16 eV



This record from the OMol25 dataset describes a structure of composition C14H19ClEuO at a distorted geometry. The level of theory is the ωB97M-V functional and the def2-TZVPD basis.

Last column: Löwdin spin population.
CARTESIAN COORDINATES (ANGSTROEM)
C1 1.88 2.05 0.13  -0.0050
C2 2.39 1.82 -1.23  -0.0040
C3 3.16 0.58 -1.21  -0.0109
H1 2.10 2.42 -2.13  0.0006
C4 3.10 0.02 0.14  -0.0023
C5 2.32 0.93 0.97  -0.0011
H2 1.99 0.76 2.02  0.0005
H3 1.19 2.86 0.44  0.0003
H4 3.55 0.06 -2.11  -0.0002
H5 3.43 -1.00 0.45  0.0010
Eu1 0.72 -0.01 -0.68  6.0728
Cl1 -1.27 1.90 -0.81  -0.0077
C6 -0.85 -1.48 -1.98  -0.0047
C7 0.28 -2.34 -1.63  -0.0074
C8 1.44 -1.87 -2.40  -0.0061
H6 0.30 -3.10 -0.82  0.0001
C9 1.02 -0.72 -3.20  -0.0039
C10 -0.39 -0.48 -2.94  -0.0053
H7 -0.98 0.41 -3.28  0.0002
H8 -1.83 -1.45 -1.43  0.0000
H9 2.48 -2.23 -2.27  0.0004
H10 1.68 -0.06 -3.80  0.0003
C11 -3.11 -0.09 1.05  -0.0003
C12 -1.78 0.10 1.73  -0.0016
C13 -1.62 1.42 2.45  -0.0001
C14 -1.41 -1.09 2.61  -0.0003
O1 -0.74 -0.11 0.88  -0.0153
H11 -3.84 -0.13 1.84  -0.0001
H12 -3.14 -1.02 0.48  0.0000
H13 -3.36 0.72 0.37  -0.0001
H14 -2.32 1.40 3.26  0.0000
H15 -0.61 1.53 2.85  0.0000
H16 -1.81 2.28 1.81  0.0000
H17 -1.44 -2.01 2.03  0.0001
H18 -0.41 -0.97 3.01  0.0000
H19 -2.13 -1.11 3.39  -0.0001

Calculated values
HOMO level (alpha / beta) ... -3.9443 / -4.0125 eV
Molar mass ... 390.72 u
Charge ... -1
2S+1 ... 7
Gap between HOMO and LUMO (alpha / beta) ... 6.78 / 6.85 eV